[1]
Here is C4H6O2 in the gas phase from the Open Molecules 2025 dataset. Energies are from ωB97M-V with the def2-TZVPD basis set.

Each atom is followed by the atoms it is bonded to, with distances in Å.
Atoms and positions in Å:
1 O 0.1442 -1.2848 -1.2414  C2 1.394, H7 0.966
2 C 0.0474 -0.1605 -0.4236  O1 1.394, C3 1.532, C4 1.545, C6 1.539
3 C -1.2573 -0.0143 0.3663  C2 1.532, H8 1.092, H9 1.092, H10 1.096
4 C 0.1474 1.2227 -1.1055  C2 1.545, O5 1.334
5 O 1.0138 1.6326 -0.1770  C4 1.334, C6 1.453
6 C 1.2920 0.3080 0.3506  C2 1.539, O5 1.453, H11 1.094, H12 1.089
7 H -0.1481 -2.0698 -0.7606  O1 0.966
8 H -2.0649 -0.5350 -0.1525  C3 1.092
9 H -1.1929 -0.3628 1.3988  C3 1.092
10 H -1.5444 1.0434 0.3984  C3 1.096
11 H 1.3381 0.2545 1.4419  C6 1.094
12 H 2.2245 -0.0341 -0.0953  C6 1.089

[2]
Here is C4H6O2 in the gas phase from the Open Molecules 2025 dataset. Energies are from ωB97M-V with the def2-TZVPD basis set.

Each atom is followed by the atoms it is bonded to, with distances in Å.
Atoms and positions in Å:
1 O 0.0147 1.4075 0.6484  C4 1.380, H7 0.963
2 C 2.4606 -0.3970 -0.5791  C3 1.308, H8 1.088, H9 1.089
3 C 1.1754 -0.2395 -0.3903  C2 1.308, C4 1.314
4 C -0.0010 0.1772 0.0224  O1 1.380, C3 1.314, C5 1.518
5 C -1.3663 -0.4746 -0.1039  C4 1.518, O6 1.418, H10 1.099, H11 1.098
6 O -2.3452 0.4496 -0.5506  C5 1.418, H12 0.966
7 H -0.8482 1.5793 1.0398  O1 0.963
8 H 3.0920 -0.8738 0.1679  C2 1.088
9 H 3.0050 -0.0079 -1.4378  C2 1.089
10 H -1.3430 -1.3790 -0.7276  C5 1.099
11 H -1.7283 -0.7741 0.8886  C5 1.098
12 H -2.0919 0.7633 -1.4287  O6 0.966

Results
* SMILES: C=C=C(O)CO

Looking at maximum force for the records above, in order, we have 0.4, 0.4 eV/A.
Looking at gap between HOMO and LUMO for the records above, in order, we have 9.43, 9.58 eV.
Looking at energy relative to the best compared isomer or geometry (same formula, charge and spin) for the records above, in order, we have 397.7, 254.0 kJ/mol.